No. 1
Computed, not measured: a 2-piece molecular cluster, C3H4N2O2 overall, with ωB97M-V/def2-TZVPD.

Structure (XYZ):
```
11
Properties=species:S:1:pos:R:3
N -2.01557 -0.39126 -0.37695
C -0.97777 0.22164 0.24352
C -0.28581 1.13622 0.82033
O 2.06175 0.71015 -1.15467
C 2.26200 -0.33702 -0.66937
O 2.65238 -1.38106 -0.31141
N 0.32303 -0.25640 0.66577
H -1.75158 -1.24158 -0.85486
H -2.63048 0.20339 -0.91213
H 0.10802 2.11748 1.00873
H 0.25403 -0.78157 1.54105
```

Output
**E_HOMO**: -8.09 eV
**Molar mass**: 100.08 g/mol
**ΔE to the lowest compared entry with this formula, charge and spin**: 361.5 kJ/mol
**Gap between HOMO and LUMO**: 8.800 eV



No. 2
Computed, not measured: C6H9N in the gas phase, with ωB97M-V/def2-TZVPD.

Structure (XYZ):
```
16
Properties=species:S:1:pos:R:3
C 3.18845 0.17241 0.13378
C 1.76360 -0.06332 -0.27603
C -1.50290 -1.56038 -0.61228
C -1.08338 -0.35595 -0.24977
C -2.79883 -0.47303 -0.06513
C -0.46367 0.71683 0.23689
N 0.95478 0.75435 0.35595
H 3.35568 1.00417 0.84595
H 3.57624 -0.74963 0.58477
H 3.79905 0.34687 -0.75949
H -1.62155 -1.75670 -1.68054
H -2.94231 0.58429 -0.32462
H -3.03733 -0.67018 0.97597
H -3.48206 -1.01070 -0.72577
H -1.00222 1.60750 0.53437
H 1.29644 1.45348 1.02595
```

Output
**E_HOMO**: -7.67 eV
**Molar mass**: 95.14 g/mol
**ΔE to the lowest compared entry with this formula, charge and spin**: 658.8 kJ/mol
**Gap between HOMO and LUMO**: 8.525 eV



No. 3
Computed, not measured: an isolated ion of composition C5H9N2 and charge +1 at a distorted geometry, with ωB97M-V/def2-TZVPD.

Structure (XYZ):
```
16
Properties=species:S:1:pos:R:3
C 0.93753 -1.81843 -1.69751
C -0.04827 -1.68239 -0.47380
C -0.11943 -0.23841 -0.10194
C -1.08146 0.78226 -0.37992
N -0.70277 1.79551 0.50505
C 0.23032 1.43934 1.39993
N 0.57469 0.15439 1.09334
H 1.56343 -2.70432 -1.65112
H 1.63154 -1.00609 -2.07592
H 0.42012 -2.07052 -2.61043
H -0.22142 -2.30234 0.36982
H -1.09669 -1.65846 -0.83288
H -1.96462 0.95123 -1.07202
H -1.13416 2.70867 0.41291
H 0.83963 1.88363 2.31952
H 1.34664 -0.34540 1.47086
```

Output
**E_HOMO**: -14.02 eV
**Total charge**: +1
**Molar mass**: 97.14 g/mol
**ΔE to the lowest compared entry with this formula, charge and spin**: 234.2 kJ/mol
**Gap between HOMO and LUMO**: 10.653 eV